DFT (the ωB97M-V functional and the def2-TZVPD basis) results for a 15-piece molecular cluster, C15H60N18O15 overall.

Last column: Mulliken charge in e.
Geometry (Å):
N: 0.58450 1.84545 -3.90938  0.114
H: 3.15763 -0.32858 3.25387  0.135
H: -3.32541 -3.48456 3.18965  0.241
C: 4.08241 -2.65534 -0.58886  0.728
H: 2.08132 -0.71611 -3.79194  -0.123
H: 3.69872 2.22446 4.42401  0.320
H: -0.53559 -0.91174 -5.19742  0.200
H: -0.13876 -2.03100 -3.88666  -0.146
H: -2.37156 3.57985 -2.62876  0.200
O: 0.34052 2.75036 1.87774  -0.309
H: 1.55893 2.37527 4.10020  0.107
H: -0.89346 4.64808 2.03756  0.174
N: -0.83647 -0.23023 0.12195  1.218
H: 3.61538 -4.53155 0.03179  0.143
H: 4.56391 3.63050 -2.14818  0.286
O: -2.32137 4.91533 0.13059  -0.756
H: -1.96830 -4.97613 -0.70983  0.323
O: 0.19793 0.01048 -1.85201  -1.163
H: 0.67181 -2.21166 -5.40616  0.519
H: 2.62018 -2.67979 0.84825  0.192
N: -0.54815 4.39552 2.95248  -0.346
N: -1.14008 3.21587 -0.71900  0.448
H: -4.70623 -1.14123 1.17891  0.118
H: -0.99099 -3.00012 -6.39020  0.346
H: -2.50583 2.33011 2.64094  -0.116
H: -2.57963 1.31144 -2.89207  0.454
H: -0.41845 -3.86853 -2.65310  0.168
H: 4.37274 -4.42162 -1.48215  0.228
H: -3.23884 -2.07292 1.67892  0.208
O: -1.36235 -2.61349 -5.59384  -0.520
N: -4.20632 -1.79561 1.76369  -0.166
H: 3.66619 -2.23838 -2.84365  0.274
N: -4.22744 -3.12734 3.47042  -0.280
O: -3.19956 0.86003 -2.31456  -0.609
H: -3.27996 1.49899 1.27240  -0.015
H: -1.17294 2.54888 -1.47671  0.127
N: 0.85977 0.12107 5.08469  -0.274
H: 3.16341 1.14556 2.23228  0.238
H: 3.42202 -1.21237 0.46559  -0.013
N: -2.76446 4.13605 -1.88286  -0.246
N: 0.75877 -3.27963 2.11844  -0.118
H: 0.52602 1.18251 -3.14965  0.031
N: 3.93991 -3.93106 -0.71266  -0.314
H: -0.81449 -0.13091 1.12681  -0.601
H: -4.50450 2.86043 3.24171  0.346
H: 2.65908 -1.24388 -5.36642  0.327
H: 2.07905 4.54560 -0.31130  0.214
H: 1.74073 0.58071 4.90373  0.170
O: -1.43709 -2.93226 2.39568  -0.429
H: 4.62767 0.68370 3.13397  0.461
H: 0.16299 -5.60983 1.58429  0.169
O: 3.37684 1.80183 -0.92407  -0.588
C: -0.46831 -3.63825 2.20876  0.333
C: -2.83787 -0.51830 -2.67167  0.137
H: -0.71083 4.77330 3.87492  0.150
H: -1.91110 -0.55160 -3.24445  0.051
N: -0.05936 3.33030 -5.22188  -0.518
H: 0.57801 3.70044 4.82442  0.117
C: -0.80338 -3.79977 -1.63565  0.016
H: -1.29921 -1.53252 3.69502  -0.034
C: 3.53777 0.68745 3.14776  -0.549
H: -2.58681 -1.09225 -1.77968  -0.482
H: -3.66914 -1.05173 -3.13271  0.448
H: 1.09116 0.06473 1.11541  -0.996
O: -1.35866 -5.10738 -1.43970  -0.625
H: 0.77180 3.17934 -5.77550  0.146
O: 0.74016 -0.46353 2.94539  -0.696
H: -4.73203 -3.60512 4.20337  0.167
C: 0.21717 3.36850 2.89860  0.363
N: 3.85445 3.91374 -1.48747  -0.411
O: -4.52882 1.99609 2.82467  -0.562
C: -4.89624 -2.29432 2.72837  0.556
O: -6.04312 -1.87241 2.95057  -0.751
H: -0.04582 -3.53614 -0.89762  0.062
O: 4.68056 -1.92838 -1.31348  -0.686
N: 0.87049 3.11300 4.05665  -0.341
C: 2.93789 -1.13755 -4.31806  -0.345
H: -0.74513 3.99451 -5.55147  0.238
C: 3.23002 2.98111 -0.87211  0.540
C: -0.28830 -1.94714 -4.96310  -0.499
H: -1.57272 -3.03393 -1.53714  0.072
N: 1.23055 0.12585 0.11694  2.280
N: 2.23863 3.54975 -0.25726  -0.099
H: -1.44013 -5.24807 1.82249  0.228
H: 1.42162 2.28083 -4.26962  0.249
C: -2.08540 4.14594 -0.75046  0.505
C: -0.43346 2.43601 -4.32192  0.579
H: 0.60931 -0.23737 5.99511  0.174
N: 3.41730 -2.22172 0.43009  -0.130
H: 2.09940 0.31354 -0.36259  -0.214
H: -0.60512 3.02185 0.11543  -0.318
C: 0.22979 -0.01060 -0.64204  0.111
H: -1.21733 -0.70666 5.30655  0.219
O: 3.26384 1.37095 4.36064  -0.681
H: 3.22970 4.70693 -1.51274  0.130
H: 1.66189 2.89984 0.25760  -0.129
H: 1.41948 -3.98815 1.83282  0.127
H: 1.01388 -2.33294 2.36092  -0.080
N: -0.83834 -0.99638 4.41631  -0.295
O: 3.27978 -2.34932 -3.71541  -0.542
N: -0.49154 -4.91184 1.90758  -0.405
H: -3.47093 4.84934 -1.99341  0.237
C: -3.28469 1.62308 2.35531  0.355
H: 3.78757 -0.46010 -4.23328  0.391
H: -1.72996 -0.41255 -0.31226  -0.235
O: -1.51775 2.39909 -3.80529  -0.823
C: 0.23992 -0.32968 4.02754  0.352
H: -3.02086 0.66802 2.80959  0.018

Force components x, y, z for each atom (eV/Å):
N 5.1 -3.6 1.7
H 0.0 0.2 -0.1
H -0.1 0.1 0.1
C -0.4 0.0 0.1
H -0.1 0.4 -0.1
H 0.2 0.0 -0.3
H 0.8 0.5 0.4
H -0.7 -0.5 0.0
H -0.7 0.3 -0.5
O 1.0 -2.1 -2.4
H -0.2 0.2 0.3
H -1.1 0.8 0.3
N -3.6 -0.7 0.5
H 0.1 0.4 -0.2
H -0.2 0.7 -0.2
O -0.3 2.3 3.2
H -0.2 -0.5 0.0
O 0.2 0.1 -2.4
H 0.0 0.0 -0.1
H 0.3 0.2 -0.5
N -2.0 2.7 0.5
N 1.6 -1.4 -0.2
H 0.6 0.0 -0.1
H -0.3 -0.2 0.0
H 0.1 0.1 -0.2
H 0.0 0.9 -0.1
H 0.2 0.6 0.2
H 0.0 0.3 0.1
H -0.1 0.4 -0.6
O -0.2 -1.2 0.3
N 2.1 1.4 -3.5
H 0.3 0.7 0.1
N 1.2 -3.1 2.9
O 0.5 -2.1 -0.4
H 0.0 0.1 -0.1
H 0.3 -0.3 0.4
N 2.1 2.2 1.9
H -0.3 0.2 0.2
H -0.3 -0.1 0.3
N -1.1 0.3 -1.7
N 4.5 2.9 0.4
H 0.4 -0.4 0.4
N 0.3 -5.6 -1.5
H 0.0 0.0 -0.2
H 0.1 -0.1 -0.2
H 0.2 -0.4 0.0
H -0.5 -0.6 0.6
H 0.1 -0.1 0.7
O -1.4 0.6 0.7
H 0.1 -0.5 -0.7
H 0.4 0.9 0.2
O 1.5 -3.6 0.0
C 0.0 -0.4 -1.2
C -0.4 0.6 0.9
H -0.6 0.8 -0.9
H -0.3 0.1 -0.3
N -0.7 3.0 -3.2
H 0.8 -0.7 0.2
C -0.3 -0.5 -0.5
H -0.6 -0.1 0.3
C 1.6 -0.1 0.1
H -0.2 0.0 0.3
H 0.1 0.2 -0.3
H 0.6 0.2 0.0
O 0.0 0.4 0.7
H -0.5 0.2 0.0
O 1.0 0.6 -3.6
H 0.2 0.1 -0.2
C 1.8 -1.3 1.3
N 3.7 2.7 -2.8
O -1.4 0.4 0.5
C -4.0 2.1 1.1
O 0.3 -1.0 0.3
H 0.4 -0.2 -0.1
O 2.1 1.8 -2.4
N 0.1 -0.1 0.3
C 0.1 0.6 0.9
H 0.2 -0.3 -0.2
C -1.7 -0.6 0.3
C 0.3 1.3 -0.8
H -0.1 0.1 -0.4
N 5.3 0.7 1.6
N -3.6 0.1 3.1
H 0.1 -0.3 0.0
H 0.4 -1.1 0.9
C 0.1 -0.8 -0.7
C -1.3 2.5 -0.2
H 0.3 0.4 -0.3
N -2.0 3.1 4.2
H 0.3 0.5 0.5
H -0.3 0.0 0.0
C -3.2 -0.7 0.0
H -0.7 -0.5 -0.6
O -1.1 0.4 0.6
H 1.5 0.5 -1.3
H -0.6 0.7 0.3
H 0.1 0.6 0.4
H 0.2 0.2 0.0
N -2.0 -0.2 -0.2
O -0.3 -1.5 -0.8
N -4.2 -4.7 -0.5
H 0.3 -0.4 -0.2
C 1.1 -0.3 0.0
H 0.0 0.4 -0.2
H 0.2 0.4 0.1
O -3.3 -0.3 0.5
C -0.7 -2.8 2.1
H 0.1 -0.3 0.0

Output
Total charge   0
E_LUMO   -0.169 eV
Energy   -74065.7046 eV
F_max   0.12574 hartree/bohr
Relative energy (zero: lowest compared OMol25 entry of this formula, charge and spin)   399.6 kJ/mol
E_HOMO   -8.88 eV
HOMO-LUMO gap   8.71 eV

DFT (the ωB97M-V functional and the def2-TZVPD basis) results for a 15-piece molecular cluster, C15H60N30O15 overall.

Last column: Mulliken spin population.
Geometry (Å):
H: 1.27063 2.68157 0.97471  0.001
N: 0.28365 1.14444 -2.58849  0.033
C: -2.68005 1.39018 3.26056  2.414
H: -3.61772 0.56628 1.71186  -0.016
N: 1.85889 2.48608 0.17732  -0.004
O: 3.76586 2.81270 1.18000  -0.001
O: -4.43311 -0.44799 -1.18126  -1.935
H: -4.13878 1.86472 -1.33689  0.026
H: -0.95613 3.28853 2.84117  -0.002
C: 3.01929 2.46233 4.66699  0.042
H: -3.46379 -2.16820 -2.78840  0.217
N: -3.69876 0.96145 2.63781  -0.233
H: -4.63427 1.13303 2.97764  -0.074
N: -0.27408 -3.70960 -4.99209  -0.014
H: 3.11247 2.38579 -1.84280  0.000
H: -0.03161 4.70125 3.24929  0.008
H: 0.95518 -3.18840 -2.99654  0.001
H: -1.67553 0.34423 -0.80591  -0.011
O: -5.51204 4.34424 -0.25268  0.001
H: 2.06859 -3.34247 1.39662  0.000
C: -4.19130 -1.59956 -0.99162  5.228
C: 3.10715 2.55499 0.17344  -0.003
N: -2.80022 1.65345 4.47348  -0.174
H: -4.45355 0.09079 -2.97820  0.053
N: -4.28902 2.58652 -0.64658  -0.204
N: -4.50286 0.91657 -3.55763  -0.229
H: 3.52409 -1.35525 0.62567  -0.001
N: 4.29405 -1.51407 3.71820  -0.002
H: -2.81776 -4.32323 4.06581  -0.190
O: 2.38161 -4.23496 -1.62448  -0.015
O: -2.36901 1.62710 -2.99808  -0.009
O: 2.61885 -0.75040 2.43608  -0.019
H: -1.67642 1.02877 0.82727  -0.005
H: 1.81940 3.90414 5.16915  -0.002
C: -0.82761 -2.94937 -4.07829  0.120
H: 3.52289 4.07502 5.62932  0.000
O: 5.93675 -2.22466 -1.00471  0.001
H: -0.70948 1.29516 -2.48328  -0.002
H: 2.40641 -1.55891 -2.30498  0.001
C: 3.73969 -1.11297 -3.64800  -0.001
H: 3.83846 -1.65662 -1.09677  -0.001
H: -2.76521 2.90478 -5.06538  0.003
H: 2.68520 0.18862 -2.65197  0.000
N: 5.71347 -2.02565 1.13967  -0.001
H: 4.94775 -0.75849 3.57034  0.001
H: -0.77669 -3.63739 -5.86517  0.001
H: -5.10720 -1.88741 0.70987  -0.355
H: 3.31858 -2.82923 -2.91047  -0.001
H: 1.50533 2.57330 -0.76475  -0.001
H: -4.06006 -3.37131 -1.68545  -0.056
N: -1.29820 0.40467 0.12901  -0.056
N: -1.73637 -2.56013 1.84687  -0.882
N: 4.15156 -1.44040 -0.16119  -0.005
C: -0.98209 4.66707 1.46770  0.038
N: 2.72006 3.50792 5.39704  -0.009
O: 4.16894 2.06889 4.51976  -0.006
H: 0.62143 0.66433 -1.76660  0.003
H: 2.94705 -3.33197 4.13551  0.004
N: -3.56984 2.37201 -4.76735  -0.013
C: -3.42847 1.61878 -3.64838  0.123
H: -2.57580 -2.39514 1.30999  0.008
O: -1.63263 4.01104 0.79423  -0.019
N: 2.47582 -2.64681 3.56228  -0.017
C: 2.18467 -4.36679 -0.42654  0.051
N: 1.92021 2.00625 4.27575  -0.014
H: -4.44755 -3.38178 0.00228  -0.327
H: 6.66894 -2.26258 1.36561  -0.001
H: -3.48406 1.17960 5.04613  -0.135
H: 4.60903 2.56217 -0.90193  0.000
H: 1.18431 -0.19310 1.79874  0.041
O: 2.23330 1.90916 -3.30303  0.000
H: 4.46382 -2.77910 -4.31508  0.000
N: 3.60765 2.44633 -0.96461  0.001
C: 5.31075 -1.91374 -0.07368  0.000
H: -5.73300 2.30180 -2.63266  -0.012
N: -2.77566 -3.86305 3.16773  0.436
H: -0.66929 2.33624 -4.30983  0.000
H: 4.55970 -2.15481 4.45236  -0.001
H: 2.56743 -5.48495 1.16913  -0.004
N: -3.78242 -2.41654 -1.86271  -1.339
H: -3.45320 -3.59544 2.46813  -0.279
N: 0.20963 -0.19329 1.53399  -0.041
O: -1.68248 1.50575 2.67933  -1.548
N: 3.90280 -2.35966 -3.58745  0.001
H: -0.27910 -2.02228 -2.46315  0.014
N: -0.50712 4.14592 2.55244  0.003
C: -1.67921 -3.26377 2.93822  0.892
O: -1.86487 -2.32694 -4.23350  -0.028
H: 0.73601 3.02976 -5.01502  -0.001
H: -5.11120 1.00455 -4.35906  -0.041
C: -5.28564 3.35526 -0.92301  0.073
N: -4.57024 -2.37930 0.01000  -0.197
H: 1.01575 2.30471 4.61186  -0.003
N: 1.77860 -3.42345 0.43254  -0.026
H: -1.33083 6.31435 0.68927  -0.001
H: 2.03915 1.40482 3.47311  -0.007
N: -5.93233 3.09899 -2.04543  -0.026
H: 2.80664 -6.31630 -0.31251  0.003
O: -0.63390 -3.22746 3.56136  -0.308
O: 0.48785 -0.79220 -0.50093  0.201
H: 1.46550 -2.52144 0.10325  -0.016
N: -0.78590 5.89695 1.43017  0.002
H: 5.05384 -1.65187 1.80695  -0.002
H: 1.49699 -2.85262 3.42222  0.014
C: 1.01993 1.84716 -3.42953  -0.002
H: -3.63180 2.73821 0.10519  0.026
N: 0.02650 -2.79363 -3.03911  -0.076
H: -4.41500 2.48723 -5.30822  0.002
H: -0.42914 0.29740 2.14332  0.054
C: -0.12010 -0.10774 0.30336  -0.413
N: 2.39540 -5.53320 0.17506  -0.010
O: 4.22223 -0.43504 -4.48571  0.000
H: 0.69943 -3.96177 -4.89829  0.003
H: -6.55381 3.82061 -2.38177  -0.002
N: 0.33879 2.38895 -4.34296  0.002
H: -1.95051 2.02699 4.87169  0.042
H: -0.23371 6.43495 2.08265  0.001
N: 2.95059 -0.78585 -2.66041  0.005
C: 3.11177 -1.56015 3.15852  0.022
H: -0.81858 -2.18441 1.65553  0.213

Force components x, y, z for each atom (eV/Å):
H 0.3 0.1 -0.2
N -1.6 -1.3 2.4
C -2.4 -1.3 -1.7
H 0.0 0.1 0.1
N -8.0 -0.6 -0.3
O 0.9 -0.2 1.4
O 0.0 4.2 0.4
H 0.7 -0.3 0.8
H 0.4 -0.3 -0.1
C 4.8 1.0 1.6
H 0.3 0.0 0.0
N -5.6 -1.9 -2.4
H 0.1 -0.3 -0.1
N -0.2 -1.9 -2.7
H 0.1 -0.3 -0.2
H -0.2 -0.2 -0.1
H -0.3 0.1 0.3
H -0.4 0.3 0.2
O -1.1 1.5 0.9
H 0.0 -0.8 -0.1
C -1.9 -1.7 0.9
C 3.1 1.7 5.2
N -0.4 1.9 7.5
H -0.6 -0.3 0.6
N 2.4 -3.4 -0.1
N -2.6 -2.6 1.4
H -0.1 0.2 -0.5
N 3.9 1.0 1.3
H -1.1 -0.1 -0.4
O -0.6 0.7 -1.2
O -1.8 -0.2 -0.3
O 0.0 2.2 -2.0
H 0.0 0.2 -0.2
H 0.7 0.8 0.4
C 1.8 1.6 1.4
H -0.5 0.3 0.1
O 4.0 -2.0 -5.3
H 0.1 0.1 -0.7
H -0.6 1.1 0.3
C -0.6 1.5 0.0
H -0.9 0.9 0.4
H -0.4 0.1 0.1
H -0.5 -0.1 0.4
N 1.8 -0.5 5.5
H -0.5 0.3 0.0
H 0.7 -0.5 -0.2
H -0.3 -0.7 0.6
H 0.9 -1.3 -0.5
H -1.1 -0.2 0.5
H 0.6 0.0 -0.8
N -2.9 1.5 -2.3
N 0.9 2.1 -3.0
N -6.2 1.9 -1.4
C 1.4 -1.4 4.2
N 0.5 4.1 3.0
O -0.1 -0.6 -0.4
H 0.9 -0.2 -0.4
H -0.1 0.3 -0.1
N 1.7 2.3 -1.5
C 3.2 1.7 -1.7
H 0.4 0.1 -0.2
O -5.0 -4.2 -6.6
N -1.6 -3.2 0.7
C 0.7 0.5 -0.1
N -4.9 -5.1 -4.3
H -0.2 -0.1 0.5
H -0.4 0.2 0.0
H 0.2 0.3 0.1
H -0.1 -0.2 -0.8
H -0.1 -0.4 -0.1
O 1.7 0.6 -0.4
H -0.3 -0.4 0.5
N 4.9 -0.4 -5.4
C 1.4 -0.4 1.1
H 0.0 0.2 0.3
N -2.7 -2.6 2.0
H 0.2 -0.1 0.1
H -0.2 0.2 -0.3
H -0.2 -0.4 -0.2
N 2.9 -3.5 -5.8
H -1.2 -1.0 0.9
N 1.2 1.1 5.1
O 7.9 1.4 -3.5
N 1.3 -7.1 -0.8
H 0.8 -0.1 0.6
N 2.8 -2.8 5.1
C 2.6 1.8 -0.7
O -1.2 0.0 0.2
H 0.2 -0.3 0.3
H 0.0 -0.8 0.5
C 0.2 2.8 1.3
N -1.2 1.5 4.4
H 0.5 -0.3 -0.5
N -0.7 1.9 0.5
H 0.5 0.8 0.1
H -0.8 -0.4 0.0
N -2.1 -0.4 -2.6
H 0.0 0.5 -0.1
O 1.8 -1.1 2.2
O 1.5 -0.6 -3.2
H -0.1 0.2 -0.6
N 0.5 8.2 -2.5
H 1.2 -0.4 0.3
H -0.5 0.5 -0.1
C 1.9 -2.1 3.5
H -0.2 0.3 -0.2
N -1.4 0.9 1.1
H 0.3 -0.1 0.3
H 0.4 0.0 0.5
C -0.2 -2.4 -0.5
N 0.6 -2.3 1.5
O 1.8 3.3 -2.8
H -0.4 0.0 -0.5
H 0.1 -0.3 0.2
N -3.1 3.4 -5.2
H -0.4 -0.3 0.5
H -0.4 -0.2 -0.4
N -2.3 2.5 2.1
C -0.9 -1.1 1.7
H -0.5 0.6 -0.7

Output
Total charge   -1
E_LUMO (spin up / spin down)   1.881 / 1.819 eV
Energy   -91950.7000 eV
F_max   0.17918 hartree/bohr
Relative energy (zero: lowest compared OMol25 entry of this formula, charge and spin)   516.7 kJ/mol
E_HOMO (spin up / spin down)   -0.34 / -6.45 eV
Spin multiplicity   2
HOMO-LUMO gap (spin up / spin down)   2.22 / 8.27 eV